1.
C20H40INO2S2Si | the ωB97M-V functional and the def2-TZVPD basis

Geometry as XYZ:
```
67
C20H40INO2S2Si the ωB97M-V functional and the def2-TZVPD basis
C 4.327 -3.725 -0.042
C 3.487 -3.261 -1.226
O 3.177 -1.886 -1.037
C 2.396 -1.311 -2.077
C 1.154 -0.615 -1.519
Si 1.257 0.133 0.221
C 0.079 1.618 0.203
C 0.427 2.804 1.108
C -0.299 4.100 0.735
S -2.085 4.004 0.992
C -2.761 3.518 -0.540
S -2.122 3.771 -2.016
N -4.033 2.930 -0.298
C -5.112 3.530 -1.106
C -6.405 2.956 -0.565
O -6.467 1.584 -0.933
C -5.416 0.892 -0.288
C -4.033 1.483 -0.555
C 0.603 -1.025 1.560
C 0.929 -2.531 1.443
C -0.301 -3.448 1.368
C -1.248 -3.281 2.572
C -1.041 -3.314 0.038
C 3.006 0.662 0.700
C 3.862 1.254 -0.438
C 5.217 0.570 -0.641
I 4.204 3.379 -0.124
H 4.230 -3.011 0.776
H 5.380 -3.833 -0.301
H 3.979 -4.692 0.324
H 4.031 -3.379 -2.170
H 2.552 -3.832 -1.282
H 3.008 -0.599 -2.642
H 2.106 -2.095 -2.785
H 0.878 0.204 -2.192
H 0.301 -1.300 -1.527
H -0.878 1.216 0.551
H -0.093 1.955 -0.822
H 0.179 2.561 2.147
H 1.493 3.040 1.074
H -0.127 4.363 -0.309
H 0.058 4.935 1.341
H -5.072 4.617 -1.065
H -5.014 3.191 -2.145
H -6.395 3.023 0.530
H -7.283 3.459 -0.967
H -5.427 -0.138 -0.645
H -5.591 0.871 0.797
H -3.713 1.277 -1.586
H -3.333 0.993 0.127
H 0.962 -0.631 2.516
H -0.484 -0.880 1.574
H 1.511 -2.844 2.316
H 1.560 -2.727 0.574
H 0.085 -4.472 1.402
H -1.129 -4.106 3.276
H -1.055 -2.360 3.123
H -2.293 -3.289 2.259
H -1.730 -4.148 -0.105
H -1.609 -2.381 -0.023
H -0.337 -3.336 -0.798
H 2.958 1.338 1.556
H 3.513 -0.235 1.067
H 3.316 1.270 -1.379
H 5.175 -0.449 -0.258
H 5.458 0.516 -1.704
H 6.028 1.115 -0.160
```

As for the SMILES: CCOCC[Si@@](CCCSC(=S)N1CCOCC1)(CCC(C)C)C[C@H](C)I. The calculation puts the total energy at -64622.4395 eV. As for the HOMO energy: -8.6752 eV. The value obtained for the HOMO-LUMO gap is 8.60 eV. The calculation puts the energy above the lowest of the compared OMol25 structures with the same formula, charge and spin at 0.000 eV. Its multiplicity is 1.

Here are the Mulliken charges for atoms 1 to 2, given in e:
1 C -1.1629
2 C -0.4504


2.
C20H40N6S5SbSi4Tc | the ωB97M-V functional and the def2-TZVPD basis

Geometry as XYZ:
```
77
C20H40N6S5SbSi4Tc the ωB97M-V functional and the def2-TZVPD basis
Tc 0.014 -0.470 0.144
N -0.595 3.856 0.965
C -0.366 2.629 0.481
S -1.289 1.300 1.202
N 0.472 2.490 -0.494
N 0.605 1.187 -0.911
C 1.234 1.056 -2.026
C 1.374 -0.293 -2.497
C 2.120 -0.613 -3.630
C 2.299 -1.931 -3.973
C 1.715 -2.905 -3.167
C 0.969 -2.514 -2.081
N 0.763 -1.230 -1.737
H -1.192 3.996 1.759
H -0.055 4.630 0.611
H 1.623 1.923 -2.547
H 2.570 0.191 -4.201
H 2.897 -2.205 -4.832
H 1.847 -3.958 -3.376
H 0.526 -3.248 -1.434
S 5.144 0.282 2.495
Sb 4.057 0.129 4.395
S 2.195 -1.472 0.695
S 1.851 0.234 1.643
S 1.671 -0.083 3.678
C -5.359 -3.058 -3.339
Si -3.783 -3.246 -2.475
C -2.222 -3.088 -3.373
C -3.716 -3.670 -0.714
Si -2.267 -0.103 -0.537
Si -2.794 1.227 -2.442
C -1.918 0.441 -3.917
C -2.224 2.985 -2.251
C -4.622 1.219 -2.846
Si -4.312 0.006 0.720
C -4.258 -0.787 2.404
C -5.777 -0.737 -0.201
C -4.666 1.830 0.922
H -5.798 -4.047 -3.531
H -5.224 -2.554 -4.297
H -6.071 -2.499 -2.727
H -1.766 -4.076 -3.525
H -1.523 -2.479 -2.784
H -2.365 -2.623 -4.348
H -3.434 -4.726 -0.603
H -4.682 -3.525 -0.240
H -2.962 -3.061 -0.197
H -1.011 -0.102 -3.631
H -1.625 1.220 -4.630
H -2.580 -0.248 -4.455
H -1.145 3.051 -2.100
H -2.712 3.484 -1.407
H -2.477 3.537 -3.162
H -5.008 0.211 -3.039
H -4.779 1.807 -3.757
H -5.233 1.665 -2.056
H -3.907 -1.824 2.378
H -5.264 -0.777 2.837
H -3.600 -0.231 3.078
H -5.949 -1.779 0.073
H -5.700 -0.657 -1.290
H -6.675 -0.183 0.095
H -3.873 2.316 1.489
H -5.605 1.958 1.471
H -4.762 2.350 -0.035
C -0.258 -4.299 0.721
C -0.601 -3.322 1.787
N -0.681 -2.005 1.682
C -1.020 -1.545 2.950
C -1.135 -2.585 3.807
N -0.867 -3.703 3.053
H -0.706 -3.987 -0.219
H -0.627 -5.293 0.973
H 0.826 -4.362 0.589
H -1.149 -0.501 3.172
H -1.370 -2.624 4.858
H -0.851 -4.649 3.393
```

The calculation puts the total energy at -124743.1895 eV. As for the HOMO energy: -12.3315 eV. The value obtained for the HOMO-LUMO gap is 5.38 eV. The total charge is +2. Its multiplicity is 1.

Here are the Mulliken charges for atoms 1 to 2, given in e:
1 Tc -0.7668
2 N -0.3181


3.
C20H40NO9P2S | the ωB97M-V functional and the def2-TZVPD basis

Geometry as XYZ:
```
73
C20H40NO9P2S the ωB97M-V functional and the def2-TZVPD basis
C -1.365 -0.976 -0.922
C -2.598 -1.252 -1.375
C -3.513 -0.098 -1.670
C -3.075 0.789 -2.651
N -3.829 1.856 -2.946
C -3.320 2.808 -3.961
C -2.821 4.159 -3.379
C -2.213 4.083 -1.950
C -0.668 4.337 -1.894
C 0.105 3.054 -1.508
O 0.586 2.434 -2.699
C 1.207 1.174 -2.423
C 2.416 1.040 -3.384
C -5.000 2.125 -2.355
C -5.471 1.266 -1.379
C -4.737 0.129 -0.993
S -5.291 -0.996 0.273
H -1.165 -0.108 -0.278
H -0.496 -1.598 -1.167
H -2.887 -2.303 -1.471
H -2.130 0.622 -3.168
H -4.177 3.037 -4.619
H -2.597 2.308 -4.621
H -3.676 4.853 -3.352
H -2.091 4.581 -4.087
H -2.406 3.145 -1.409
H -2.690 4.880 -1.354
H -0.496 5.057 -1.076
H -0.297 4.770 -2.832
H 0.922 3.269 -0.790
H -0.556 2.314 -1.007
H 1.515 1.086 -1.367
H 0.505 0.354 -2.673
H 1.996 0.776 -4.367
H 3.103 0.265 -3.015
H 2.969 1.990 -3.445
H -5.522 3.030 -2.663
H -6.416 1.511 -0.886
H -4.904 -0.503 1.484
C -1.084 0.302 7.129
O -1.768 -0.888 6.693
P -1.643 -1.247 5.054
O -2.928 -0.598 4.620
O -1.785 -2.845 5.306
C -2.186 -3.434 6.540
O -0.963 -1.540 3.567
C -1.796 -2.144 2.592
H -1.254 0.420 8.197
H -0.012 0.213 6.952
H -1.475 1.177 6.605
H -3.180 -3.094 6.831
H -1.462 -3.222 7.323
H -2.219 -4.513 6.391
H -2.597 -1.467 2.297
H -2.211 -3.085 2.951
H -1.180 -2.350 1.716
C 6.279 -2.668 -3.159
O 6.440 -2.081 -1.855
P 5.490 -2.753 -0.621
O 4.402 -1.710 -0.743
O 6.602 -2.357 0.503
C 7.752 -1.554 0.258
O 4.743 -3.693 0.539
C 4.168 -3.027 1.657
H 6.931 -2.141 -3.851
H 6.561 -3.721 -3.142
H 5.244 -2.567 -3.494
H 7.469 -0.564 -0.100
H 8.422 -2.042 -0.447
H 8.279 -1.441 1.205
H 3.315 -2.423 1.353
H 4.905 -2.411 2.171
H 3.819 -3.799 2.344
```

The calculation puts the total energy at -70708.3085 eV. As for the HOMO energy: -11.2375 eV. The value obtained for the HOMO-LUMO gap is 7.05 eV. The calculation puts the energy above the lowest of the compared OMol25 structures with the same formula, charge and spin at 0.000 eV. The total charge is +1. Its multiplicity is 1.

Here are the Mulliken charges for atoms 1 to 2, given in e:
1 C -0.9722
2 C -0.7004


4.
C20H40O13P2 | the ωB97M-V functional and the def2-TZVPD basis

Geometry as XYZ:
```
75
C20H40O13P2 the ωB97M-V functional and the def2-TZVPD basis
C -5.617 5.835 0.968
C -5.697 4.329 1.291
O -6.669 3.792 1.693
O -4.510 3.630 1.098
C -4.760 2.268 1.392
O -4.660 1.820 2.466
C -5.125 1.308 0.230
C -3.798 0.645 -0.233
C -2.977 1.271 -1.391
C -1.821 0.185 -1.390
O -2.421 -1.046 -0.910
C -3.777 -0.832 -0.674
O -4.623 -1.618 -0.838
H -6.652 6.197 0.949
H -5.091 5.922 0.002
H -5.003 6.303 1.758
H -5.601 1.869 -0.601
H -5.846 0.547 0.575
H -3.117 0.682 0.643
H -3.452 1.178 -2.384
H -2.580 2.263 -1.126
H -1.120 0.634 -0.656
H -1.405 -0.114 -2.363
C 3.033 -5.958 2.577
C 2.168 -4.750 2.263
O 1.450 -4.900 1.039
P 0.279 -6.065 0.981
O -0.813 -5.397 1.777
O -0.379 -5.791 -0.504
C -1.733 -5.373 -0.684
C -1.837 -3.860 -0.712
O 1.350 -7.167 0.323
C 1.409 -7.514 -1.066
C 2.034 -6.434 -1.927
H 2.420 -6.846 2.761
H 3.637 -5.779 3.469
H 3.695 -6.189 1.742
H 1.465 -4.559 3.079
H 2.800 -3.868 2.156
H -2.379 -5.807 0.080
H -2.067 -5.779 -1.642
H -1.313 -3.394 0.122
H -2.880 -3.549 -0.700
H -1.374 -3.474 -1.624
H 0.423 -7.809 -1.424
H 2.031 -8.411 -1.128
H 1.588 -5.455 -1.767
H 1.923 -6.694 -2.981
H 3.097 -6.338 -1.697
C 3.772 1.020 -1.703
C 2.578 1.296 -0.805
O 2.649 2.583 -0.207
P 2.525 3.897 -1.221
O 1.015 3.848 -1.343
O 2.498 5.128 -0.116
C 1.374 5.987 0.058
C 0.433 5.444 1.117
O 4.205 3.969 -1.179
C 4.971 4.870 -0.369
C 4.986 4.491 1.100
H 3.782 1.696 -2.565
H 3.741 -0.004 -2.082
H 4.706 1.169 -1.163
H 1.644 1.202 -1.368
H 2.554 0.563 0.002
H 0.861 6.153 -0.890
H 1.760 6.958 0.377
H 0.194 4.392 0.960
H -0.493 6.022 1.138
H 0.904 5.512 2.101
H 4.642 5.896 -0.528
H 5.995 4.823 -0.750
H 3.991 4.323 1.504
H 5.463 5.284 1.678
H 5.545 3.564 1.242
```

As for the SMILES: CC(=O)OC(=O)C[C@@H]1CCOC1=O.CCOP(=O)(OCC)OCC.CCOP(=O)(OCC)OCC. The calculation puts the total energy at -66582.3847 eV. As for the HOMO energy: -9.9386 eV. The value obtained for the HOMO-LUMO gap is 8.25 eV. The calculation puts the energy above the lowest of the compared OMol25 structures with the same formula, charge and spin at 2.842 eV. Its multiplicity is 1.

Here are the Mulliken charges for atoms 1 to 2, given in e:
1 C -0.9965
2 C 0.6337


5.
C20H40O3PdSSi | the ωB97M-V functional and the def2-TZVPD basis

Geometry as XYZ:
```
66
C20H40O3PdSSi the ωB97M-V functional and the def2-TZVPD basis
C -1.011 -2.510 -3.266
C 2.139 -2.098 -2.534
C -0.948 -1.487 -4.247
H -2.038 -3.048 -3.093
C 2.218 -0.871 -3.105
H 2.016 -2.114 -1.409
H -1.738 -0.620 -4.290
H 2.370 0.068 -2.533
C 0.289 -1.220 -5.021
H 0.087 -0.618 -5.962
H 0.859 -2.118 -5.449
C 0.017 -3.654 -3.196
H -0.095 -4.303 -4.091
H -0.380 -4.274 -2.375
C 1.555 -3.347 -3.100
H 1.880 -3.596 -4.142
H 1.911 -4.236 -2.474
C 1.562 -0.455 -4.389
H 2.301 -0.715 -5.168
H 1.415 0.636 -4.436
Pd -1.863 -0.519 -1.018
H -1.210 -1.985 -1.513
C -0.188 -2.996 1.384
C -0.760 -1.633 1.741
C -2.269 -1.684 1.546
C -0.420 -1.236 3.168
O -0.109 -0.684 0.799
Si -0.390 0.969 0.745
S -0.455 1.858 -1.104
O -1.745 1.295 1.673
C -2.299 2.598 2.020
C -2.815 3.280 0.750
C -3.417 2.287 3.023
C -1.249 3.490 2.696
O 0.817 1.597 1.715
C 2.232 1.783 1.436
C 2.408 2.783 0.297
C 2.805 2.364 2.738
C 2.920 0.454 1.113
H -0.624 -3.782 2.025
H 0.906 -3.009 1.516
H -0.428 -3.239 0.337
H -2.652 -2.510 2.174
H -2.736 -0.741 1.855
H -2.491 -1.895 0.477
H 0.678 -1.170 3.285
H -0.895 -0.274 3.414
H -0.805 -2.000 3.875
H -3.590 2.658 0.275
H -3.239 4.267 1.009
H -1.985 3.417 0.026
H -2.982 1.771 3.900
H -3.886 3.223 3.363
H -4.187 1.645 2.570
H -0.831 2.968 3.575
H -0.447 3.769 1.993
H -1.747 4.419 3.041
H 1.907 3.730 0.562
H 3.486 2.972 0.145
H 1.971 2.394 -0.639
H 2.673 1.643 3.559
H 3.875 2.568 2.613
H 2.291 3.303 2.994
H 2.756 -0.264 1.935
H 2.573 0.037 0.154
H 4.007 0.658 1.035
```

The calculation puts the total energy at -49722.7079 eV. As for the HOMO energy (spin up / spin down): -7.5697 / -8.2692 eV. The value obtained for the HOMO-LUMO gap (spin up / spin down) is 7.49 / 6.36 eV. The expectation value of S² is 2.057. Its multiplicity is 3.

Here are the Mulliken charges for atoms 1 to 2, given in e:
1 C -0.2305
2 C 0.1881


6.
C20H41BF3IN4O2S | the ωB97M-V functional and the def2-TZVPD basis

Geometry as XYZ:
```
73
C20H41BF3IN4O2S the ωB97M-V functional and the def2-TZVPD basis
N 0.954 -1.390 -1.862
B 1.575 -0.836 -0.647
O 1.782 0.515 -0.602
C 2.037 -1.722 0.594
C 2.182 -0.888 1.868
O 1.392 -0.099 2.323
N 3.420 -1.224 2.381
C 3.834 -2.533 1.955
I 6.011 -2.656 1.964
C 3.199 -3.699 2.694
C 3.752 -3.890 4.124
C 2.672 -3.918 5.157
F 2.420 -5.047 5.866
C 1.910 -2.798 5.398
F 0.633 -2.647 5.087
F 2.452 -1.726 5.972
C 3.384 -2.449 0.425
S 4.640 -1.463 -0.430
H 1.452 -2.213 -2.180
H -0.016 -1.632 -1.706
H 2.247 0.783 -1.398
H 1.288 -2.456 0.900
H 3.612 -0.960 3.338
H 3.457 -4.584 2.115
H 2.114 -3.623 2.676
H 4.259 -4.849 4.159
H 4.438 -3.092 4.400
H 3.186 -3.407 -0.034
H 4.247 -0.235 -0.055
C -0.400 6.418 -3.257
C -0.822 5.061 -3.801
N 0.281 4.132 -3.960
C -0.083 2.934 -4.698
C -1.112 1.980 -4.075
C 1.097 3.914 -2.779
C 0.404 3.377 -1.519
H 0.353 6.879 -3.897
H -1.265 7.081 -3.222
H -0.004 6.352 -2.243
H -1.273 5.220 -4.784
H -1.618 4.658 -3.155
H 0.829 2.372 -4.920
H -0.463 3.254 -5.673
H -0.679 1.382 -3.273
H -1.468 1.281 -4.834
H -1.982 2.508 -3.684
H 1.584 4.858 -2.523
H 1.923 3.249 -3.047
H -0.557 3.860 -1.338
H 1.033 3.560 -0.646
H 0.247 2.303 -1.575
C -5.679 -1.974 0.917
C -4.458 -1.398 1.618
N -3.202 -1.773 0.998
C -2.041 -1.426 1.801
C -1.749 0.056 2.057
C -3.087 -1.484 -0.420
C -3.237 -0.026 -0.879
H -5.627 -3.062 0.870
H -6.579 -1.704 1.471
H -5.797 -1.585 -0.095
H -4.453 -1.776 2.644
H -4.578 -0.306 1.690
H -1.156 -1.887 1.348
H -2.153 -1.922 2.771
H -1.317 0.540 1.182
H -1.019 0.150 2.858
H -2.639 0.610 2.357
H -3.832 -2.083 -0.949
H -2.127 -1.873 -0.775
H -4.055 0.484 -0.370
H -3.449 0.002 -1.950
H -2.324 0.547 -0.722
```

The calculation puts the total energy at -59223.1737 eV. As for the HOMO energy: -8.0368 eV. The value obtained for the HOMO-LUMO gap is 7.66 eV. Its multiplicity is 1.

Here are the Mulliken charges for atoms 1 to 2, given in e:
1 N -0.5465
2 B 0.4661